A cluster of 2 separate species, C2H4O4 in total at a distorted geometry. Source: the Open Molecules 2025 dataset; level of theory: wB97M-V/def2-TZVPD.

Structure (ORCA input):
```
! wB97M-V def2-TZVPD RIJCOSX def2/J DEFGRID3
* xyz 0 1
O -0.565 1.614 1.033
C -1.227 0.640 1.088
O -1.209 0.010 -0.206
C -1.230 0.193 -1.622
O -0.321 0.237 -2.323
H -1.775 -0.056 1.758
H -2.400 0.249 -1.924
O 3.116 -0.632 0.752
H 3.249 -1.508 1.135
H 2.361 -0.748 0.309
*
```

Values from the calculation:
Energy above the lowest of the compared OMol25 structures with the same formula, charge and spin = 266.3 kJ/mol
Lowest unoccupied orbital energy = 0.02038 hartree
Frontier orbital gap = 11.59 eV
E_HOMO = -0.4057 Eh
SMILES = O=COC=O.O